No. 1
{"formula": "C37H39BBrMnN4O4PS2Si", "method": "ωB97M-V/def2-TZVPD", "lumo_ev": [-0.09, -0.03], "energy_ev": -194031.75385, "homo_ev": [-6.79, -6.78], "homo_lumo_gap_ev": [6.69, 6.75], "s2": 0.755, "spin_multiplicity": 2, "species": ["Mn", "C", "N", "C", "C", "N", "B", "N", "C", "C", "N", "C", "C", "S", "C", "S", "H", "H", "H", "H", "H", "H", "H", "H", "H", "H", "H", "H", "O", "C", "O", "C", "P", "C", "C", "C", "C", "C", "C", "C", "C", "C", "C", "C", "C", "H", "H", "H", "H", "H", "H", "H", "H", "H", "H", "H", "H", "Br", "C", "C", "C", "C", "C", "C", "C", "O", "O", "H", "H", "H", "H", "C", "Si", "C", "C", "C", "C", "C", "C", "C", "H", "H", "H", "H", "H", "H", "H", "H", "H", "H", "H"], "positions_angstrom": [[-0.379, -0.269, -0.843], [-3.225, -0.307, 2.086], [-2.172, -1.005, 2.816], [-2.387, -2.007, 3.732], [-1.163, -2.434, 4.117], [-0.210, -1.687, 3.465], [1.357, -2.111, 3.583], [2.275, -0.876, 3.655], [2.353, -0.131, 4.825], [3.438, 0.654, 4.759], [4.038, 0.386, 3.536], [5.300, 0.937, 3.086], [3.311, -0.542, 2.832], [3.646, -1.069, 1.266], [-0.842, -0.837, 2.665], [-0.097, 0.232, 1.482], [-4.077, -0.976, 2.000], [-2.867, -0.047, 1.094], [-3.526, 0.597, 2.610], [-3.379, -2.320, 4.016], [-0.877, -3.205, 4.810], [1.429, -2.680, 4.659], [1.585, -2.819, 2.644], [1.637, -0.252, 5.620], [3.850, 1.357, 5.462], [5.906, 1.183, 3.956], [5.160, 1.824, 2.484], [5.803, 0.194, 2.474], [-2.548, 2.846, -2.106], [-2.028, 1.767, -2.042], [-1.444, 1.302, -0.915], [-2.006, 0.797, -3.222], [-0.421, -0.100, -3.103], [0.721, 1.070, -3.889], [1.360, 2.025, -3.101], [2.132, 3.018, -3.692], [2.277, 3.053, -5.071], [1.654, 2.095, -5.862], [0.875, 1.109, -5.276], [-0.466, -1.546, -4.181], [-1.663, -2.095, -4.636], [-1.658, -3.287, -5.351], [-0.461, -3.939, -5.600], [0.733, -3.411, -5.125], [0.732, -2.222, -4.413], [-2.156, 1.323, -4.161], [-2.826, 0.093, -3.057], [1.262, 2.002, -2.020], [2.614, 3.760, -3.072], [2.875, 3.829, -5.533], [1.772, 2.119, -6.938], [0.391, 0.363, -5.896], [-2.605, -1.598, -4.438], [-2.591, -3.707, -5.705], [-0.457, -4.866, -6.160], [1.664, -3.937, -5.289], [1.663, -1.832, -4.017], [-4.997, -4.346, 2.827], [-3.512, -4.057, 1.689], [-3.555, -3.015, 0.775], [-2.434, -2.769, -0.006], [-1.308, -3.577, 0.086], [-1.306, -4.648, 0.969], [-2.400, -4.879, 1.795], [-0.080, -3.302, -0.716], [0.601, -4.187, -1.186], [0.157, -2.031, -0.784], [-4.453, -2.418, 0.671], [-2.454, -1.956, -0.720], [-0.433, -5.288, 1.012], [-2.386, -5.685, 2.516], [-2.469, 2.842, 1.461], [-0.774, 2.299, 1.919], [-0.560, 2.333, 3.744], [0.496, 3.287, 1.009], [0.110, 4.556, 0.560], [1.002, 5.390, -0.097], [2.298, 4.963, -0.327], [2.703, 3.709, 0.107], [1.815, 2.871, 0.778], [-2.911, 3.389, 2.301], [-3.126, 2.021, 1.183], [-2.423, 3.488, 0.582], [-0.762, 3.338, 4.130], [0.469, 2.067, 3.996], [-1.232, 1.633, 4.251], [-0.904, 4.902, 0.718], [0.681, 6.368, -0.432], [2.996, 5.605, -0.853], [3.713, 3.383, -0.079], [2.159, 1.892, 1.100]]}


No. 2
{"formula": "C36H78N2O8", "method": "ωB97M-V/def2-TZVPD", "lumo_ev": 0.14, "relative_energy_kcal_mol": 100.87, "energy_ev": -57951.10732, "homo_ev": -7.96, "homo_lumo_gap_ev": 8.10, "smiles": "CCN(CC)CC.CCN(CC)CC.CC(C)=O.CC(C)=O.CC(C)=O.CC(C)=O.CC(C)=O.CC(C)=O.CC(C)=O.CC(C)=O", "spin_multiplicity": 1, "species": ["C", "C", "N", "C", "C", "C", "C", "H", "H", "H", "H", "H", "H", "H", "H", "H", "H", "H", "H", "H", "H", "H", "C", "C", "N", "C", "C", "C", "C", "H", "H", "H", "H", "H", "H", "H", "H", "H", "H", "H", "H", "H", "H", "H", "C", "C", "O", "C", "H", "H", "H", "H", "H", "H", "C", "C", "O", "C", "H", "H", "H", "H", "H", "H", "C", "C", "O", "C", "H", "H", "H", "H", "H", "H", "C", "C", "O", "C", "H", "H", "H", "H", "H", "H", "C", "C", "O", "C", "H", "H", "H", "H", "H", "H", "C", "C", "O", "C", "H", "H", "H", "H", "H", "H", "C", "C", "O", "C", "H", "H", "H", "H", "H", "H", "C", "C", "O", "C", "H", "H", "H", "H", "H", "H"], "positions_angstrom": [[-0.262, -5.789, 0.553], [-0.235, -6.043, 2.109], [-1.483, -6.281, 2.890], [-2.287, -7.325, 2.312], [-1.583, -8.717, 2.348], [-1.091, -6.405, 4.305], [-2.243, -6.192, 5.280], [0.704, -5.475, 0.157], [-0.990, -5.007, 0.338], [-0.609, -6.678, 0.027], [0.501, -6.791, 2.404], [0.186, -5.168, 2.606], [-3.173, -7.294, 2.947], [-2.614, -6.994, 1.327], [-1.367, -9.194, 3.304], [-2.001, -9.465, 1.673], [-0.580, -8.748, 1.922], [-0.244, -5.729, 4.422], [-0.695, -7.418, 4.389], [-1.789, -6.213, 6.271], [-3.041, -6.889, 5.025], [-2.689, -5.198, 5.309], [2.590, -4.574, 10.618], [3.283, -6.027, 10.768], [2.618, -6.806, 11.822], [1.636, -7.751, 11.193], [0.371, -7.867, 11.956], [3.463, -7.359, 12.872], [4.303, -6.370, 13.559], [2.603, -3.943, 11.506], [1.526, -4.618, 10.384], [2.997, -4.116, 9.717], [3.268, -6.549, 9.811], [4.360, -5.919, 10.891], [1.460, -7.415, 10.171], [2.011, -8.769, 11.087], [-0.214, -6.973, 12.173], [-0.382, -8.457, 11.433], [0.559, -8.363, 12.908], [4.087, -8.062, 12.320], [2.759, -7.724, 13.620], [4.661, -6.919, 14.430], [3.839, -5.442, 13.891], [5.242, -6.133, 13.058], [3.553, 4.252, 0.617], [3.078, 4.920, 1.881], [3.844, 5.180, 2.818], [1.721, 5.474, 1.921], [3.983, 3.265, 0.785], [4.405, 4.823, 0.249], [2.834, 4.423, -0.185], [0.847, 4.829, 2.012], [1.552, 6.067, 1.023], [1.706, 6.350, 2.571], [10.068, 0.142, 12.669], [10.273, -1.230, 12.078], [11.243, -1.911, 12.314], [9.332, -1.708, 11.014], [11.013, 0.455, 13.114], [9.328, 0.065, 13.466], [9.692, 0.845, 11.925], [9.716, -1.556, 10.006], [8.339, -1.259, 10.981], [9.310, -2.778, 11.222], [-1.203, -0.873, 5.352], [-1.837, 0.340, 4.733], [-1.560, 1.499, 5.112], [-2.695, 0.090, 3.535], [-1.383, -1.117, 6.400], [-0.199, -1.029, 4.956], [-1.758, -1.645, 4.819], [-3.712, -0.003, 3.916], [-2.405, -0.848, 3.062], [-2.676, 0.912, 2.820], [5.228, -2.419, 3.603], [5.665, -3.722, 4.254], [4.878, -4.674, 4.649], [7.232, -3.894, 4.511], [4.563, -1.835, 4.240], [4.730, -2.562, 2.644], [6.087, -1.819, 3.301], [7.431, -3.132, 5.265], [7.772, -3.532, 3.636], [7.604, -4.889, 4.757], [10.359, 2.877, 6.970], [9.703, 2.909, 5.577], [9.357, 1.883, 5.032], [9.803, 4.280, 4.942], [11.439, 2.870, 6.827], [10.084, 1.907, 7.383], [10.021, 3.718, 7.575], [10.401, 5.024, 5.466], [8.842, 4.769, 4.780], [10.066, 4.159, 3.892], [5.911, -4.934, -2.819], [6.618, -5.439, -1.610], [7.430, -4.691, -1.118], [6.321, -6.836, -1.161], [5.026, -5.477, -3.149], [6.623, -4.866, -3.642], [5.568, -3.917, -2.628], [6.114, -7.479, -2.016], [5.475, -6.679, -0.492], [7.187, -7.240, -0.635], [3.773, 2.870, 7.997], [4.915, 3.472, 8.744], [5.651, 2.810, 9.503], [5.195, 4.980, 8.489], [2.850, 2.938, 8.573], [3.979, 1.955, 7.442], [3.555, 3.576, 7.196], [4.332, 5.545, 8.842], [5.450, 5.210, 7.454], [6.023, 5.250, 9.144], [10.941, -9.301, 5.163], [12.036, -9.642, 4.141], [12.021, -10.701, 3.587], [13.116, -8.591, 3.923], [10.876, -9.828, 6.115], [9.927, -9.248, 4.765], [11.151, -8.307, 5.556], [13.011, -7.707, 3.295], [13.926, -9.261, 3.634], [13.273, -8.412, 4.987]]}


No. 3
{"formula": "C24H30N4O3", "method": "ωB97M-V/def2-TZVPD", "lumo_ev": 0.30, "relative_energy_kcal_mol": 68.51, "energy_ev": -37478.01955, "homo_ev": -7.22, "homo_lumo_gap_ev": 7.52, "smiles": "CCN(CC)CCNC(=O)c1cc(Nc2ccc(OC)c(OC)c2)nc2ccccc12", "spin_multiplicity": 1, "species": ["C", "H", "H", "H", "C", "N", "C", "H", "H", "C", "H", "H", "H", "C", "H", "C", "N", "C", "O", "C", "C", "C", "N", "C", "C", "C", "C", "C", "C", "H", "H", "H", "H", "N", "C", "C", "C", "C", "C", "C", "H", "O", "C", "H", "H", "H", "O", "C", "H", "H", "H", "H", "H", "H", "H", "H", "H", "H", "H", "H", "H"], "positions_angstrom": [[-6.385, -2.836, 1.408], [-6.085, -3.851, 1.157], [-6.935, -2.861, 2.344], [-7.052, -2.470, 0.631], [-5.161, -1.925, 1.558], [-4.321, -1.780, 0.382], [-3.735, -3.027, -0.084], [-3.639, -3.696, 0.774], [-4.367, -3.528, -0.833], [-2.342, -2.794, -0.666], [-1.699, -2.345, 0.088], [-1.908, -3.741, -0.977], [-2.385, -2.137, -1.531], [-4.913, -0.976, -0.676], [-5.985, -1.178, -0.814], [-4.721, 0.517, -0.393], [-3.321, 0.809, -0.212], [-2.674, 1.782, -0.889], [-3.231, 2.540, -1.659], [-1.205, 1.831, -0.593], [-0.447, 0.703, -0.727], [0.954, 0.756, -0.470], [1.551, 1.862, -0.089], [0.826, 2.990, 0.045], [1.493, 4.163, 0.448], [0.804, 5.336, 0.593], [-0.573, 5.390, 0.344], [-1.252, 4.265, -0.045], [-0.573, 3.046, -0.204], [-2.311, 4.304, -0.250], [-1.098, 6.326, 0.459], [1.322, 6.233, 0.900], [2.555, 4.106, 0.634], [1.657, -0.403, -0.626], [3.012, -0.671, -0.452], [3.463, -1.960, -0.696], [4.804, -2.276, -0.534], [5.715, -1.317, -0.126], [5.257, -0.004, 0.123], [3.920, 0.305, -0.041], [3.539, 1.294, 0.139], [6.206, 0.887, 0.520], [5.803, 2.210, 0.776], [5.072, 2.257, 1.589], [6.708, 2.739, 1.072], [5.381, 2.682, -0.117], [7.051, -1.527, 0.063], [7.561, -2.812, -0.176], [7.108, -3.558, 0.488], [8.628, -2.749, 0.032], [7.414, -3.120, -1.217], [5.124, -3.286, -0.732], [2.774, -2.728, -1.016], [1.114, -1.196, -0.936], [-0.889, -0.229, -1.048], [-2.823, 0.173, 0.393], [-5.278, 0.810, 0.505], [-5.075, 1.117, -1.234], [-4.409, -1.214, -1.614], [-4.527, -2.311, 2.362], [-5.494, -0.927, 1.851]]}


No. 4
{"formula": "C5H10NS", "method": "ωB97M-V/def2-TZVPD", "lumo_ev": -4.97, "relative_energy_kcal_mol": 81.53, "energy_ev": -17662.78695, "homo_ev": -12.22, "homo_lumo_gap_ev": 7.25, "total_charge": 1, "spin_multiplicity": 1, "species": ["C", "C", "C", "C", "C", "N", "S", "H", "H", "H", "H", "H", "H", "H", "H", "H", "H"], "positions_angstrom": [[0.780, -1.478, -0.524], [2.079, -1.333, -0.228], [-0.203, -0.366, -0.278], [0.457, 0.795, 0.390], [-1.253, -0.885, 0.682], [0.385, 2.131, -0.201], [2.764, 0.095, 0.333], [0.420, -2.397, -0.959], [2.734, -2.196, -0.640], [-0.688, -0.151, -1.201], [0.429, 0.809, 1.469], [-0.601, -1.334, 1.555], [-1.830, -1.682, 0.323], [-1.993, -0.049, 1.046], [-0.436, 2.636, -0.019], [0.809, 2.015, -1.168], [1.087, 2.566, 0.333]]}


No. 5
{"formula": "C10H13Cl2N6O2Te4W", "method": "ωB97M-V/def2-TZVPD", "lumo_ev": [-3.96, -4.87], "relative_energy_kcal_mol": 0.00, "energy_ev": -79656.75609, "homo_ev": [-9.96, -10.12], "homo_lumo_gap_ev": [5.99, 5.25], "total_charge": 1, "s2": 2.023, "spin_multiplicity": 3, "species": ["W", "Te", "Te", "Te", "Te", "N", "C", "C", "C", "O", "O", "H", "H", "H", "H", "H", "H", "N", "C", "N", "C", "N", "C", "C", "N", "C", "C", "N", "H", "H", "H", "H", "H", "Cl", "C", "Cl", "H", "H"], "positions_angstrom": [[-0.246, 1.432, -1.171], [-2.096, 2.243, -3.108], [0.148, 1.132, -3.935], [0.712, 3.858, -1.959], [0.793, 3.369, 0.603], [2.205, -2.543, -1.399], [2.316, -2.439, 0.056], [2.543, -0.989, 0.501], [1.536, -0.056, -0.081], [0.406, 0.152, 0.469], [1.743, 0.571, -1.169], [2.187, -3.519, -1.671], [3.021, -2.136, -1.845], [3.136, -3.033, 0.471], [1.391, -2.811, 0.501], [3.533, -0.647, 0.194], [2.469, -0.934, 1.586], [-3.720, 1.843, 1.353], [-2.635, 2.423, 0.853], [-2.041, 1.552, 0.053], [-2.834, 0.439, 0.115], [-3.866, 0.581, 0.901], [-2.457, -0.730, -0.664], [-3.169, -1.915, -0.676], [-2.757, -2.962, -1.384], [-1.629, -2.820, -2.062], [-0.900, -1.633, -2.068], [-1.328, -0.580, -1.380], [-4.392, 2.227, 2.000], [-2.303, 3.426, 1.067], [-4.082, -2.011, -0.103], [-1.277, -3.672, -2.630], [0.032, -1.543, -2.602], [3.621, 1.436, 2.742], [2.782, 2.452, 3.921], [1.051, 2.076, 4.006], [2.893, 3.487, 3.619], [3.213, 2.270, 4.897]]}


No. 6
{"formula": "C23H40AuN4O5", "method": "ωB97M-V/def2-TZVPD", "lumo_ev": [-3.28, -4.08], "energy_ev": -44377.10729, "homo_ev": [-6.92, -10.76], "homo_lumo_gap_ev": [3.64, 6.68], "total_charge": 1, "s2": 2.029, "spin_multiplicity": 3, "species": ["O", "H", "Au", "N", "N", "O", "O", "C", "C", "C", "C", "H", "H", "H", "H", "H", "H", "H", "H", "O", "H", "H", "C", "H", "H", "H", "O", "H", "H", "C", "C", "C", "C", "C", "C", "C", "N", "C", "C", "C", "C", "C", "C", "C", "N", "C", "C", "C", "C", "H", "H", "H", "H", "H", "H", "H", "H", "H", "H", "H", "H", "H", "H", "H", "H", "H", "H", "H", "H", "H", "H", "H", "H"], "positions_angstrom": [[-3.500, -0.660, -1.493], [-4.163, -1.378, -1.509], [0.775, -0.494, -0.250], [1.786, 0.530, -1.847], [0.772, 1.554, 0.249], [1.999, 0.007, -3.001], [0.056, 2.196, 1.262], [2.124, 1.811, -1.622], [1.499, 2.388, -0.481], [2.956, 2.546, -2.612], [1.471, 3.837, -0.160], [3.220, 1.890, -3.445], [3.887, 2.906, -2.149], [2.425, 3.421, -3.010], [1.204, 4.004, 0.887], [0.723, 4.350, -0.786], [2.439, 4.307, -0.372], [0.624, -0.974, -2.775], [-0.528, 1.521, 1.667], [1.429, -0.214, 2.762], [2.251, -0.708, 2.946], [1.645, 0.715, 2.938], [-3.689, 0.499, -2.278], [-3.835, 0.180, -3.312], [-2.773, 1.078, -2.197], [-4.531, 1.077, -1.888], [-0.194, -1.200, -2.229], [-2.910, -0.666, -0.684], [-0.866, -0.553, -2.515], [1.517, -7.524, 0.323], [0.716, -6.679, 1.317], [-0.680, -7.293, 1.464], [1.427, -6.717, 2.678], [0.600, -5.223, 0.850], [1.402, -4.715, -0.178], [1.412, -3.345, -0.409], [0.551, -2.527, 0.221], [-0.330, -2.988, 1.141], [-0.261, -4.344, 1.510], [-1.274, -2.032, 1.725], [-1.855, -2.249, 2.996], [-2.794, -1.339, 3.491], [-3.060, -0.198, 2.726], [-2.399, -0.011, 1.510], [-1.554, -0.928, 0.991], [-3.539, -1.532, 4.819], [-3.229, -0.345, 5.741], [-5.052, -1.566, 4.554], [-3.133, -2.828, 5.525], [1.549, -8.561, 0.671], [2.548, -7.167, 0.237], [1.045, -7.510, -0.665], [-0.589, -8.350, 1.733], [-1.268, -6.793, 2.240], [-1.224, -7.223, 0.514], [2.432, -6.283, 2.604], [0.870, -6.162, 3.442], [1.531, -7.755, 3.016], [2.060, -5.340, -0.782], [2.130, -2.877, -1.081], [-0.892, -4.678, 2.336], [-1.529, -3.118, 3.573], [-3.775, 0.557, 3.055], [-2.581, 0.881, 0.904], [-3.561, 0.601, 5.299], [-3.737, -0.472, 6.704], [-2.149, -0.280, 5.928], [-5.303, -2.388, 3.872], [-5.595, -1.722, 5.494], [-5.402, -0.628, 4.109], [-3.366, -3.704, 4.909], [-2.064, -2.828, 5.766], [-3.688, -2.924, 6.465]]}


No. 7
{"formula": "C12H10ClF5Pb", "method": "ωB97M-V/def2-TZVPD", "lumo_ev": 5.50, "energy_ev": -43963.04109, "homo_ev": -0.40, "homo_lumo_gap_ev": 5.90, "total_charge": -2, "spin_multiplicity": 1, "species": ["C", "C", "C", "H", "C", "C", "H", "H", "H", "H", "Pb", "Cl", "C", "C", "C", "H", "C", "C", "H", "H", "H", "H", "F", "C", "F", "C", "F", "F", "F"], "positions_angstrom": [[-0.465, 2.252, 0.742], [-1.291, 2.038, -0.420], [-0.418, 1.813, -1.541], [-2.371, 1.939, -0.419], [0.928, 1.907, -1.070], [0.898, 2.187, 0.330], [1.760, 2.356, 0.957], [-0.813, 2.421, 1.750], [-0.723, 1.567, -2.553], [1.821, 1.846, -1.671], [-0.503, -0.472, -0.026], [0.492, -0.804, 2.451], [-2.309, -3.913, -3.140], [-1.517, -3.425, -4.203], [-2.228, -2.380, -4.834], [-0.529, -3.819, -4.513], [-3.459, -2.218, -4.157], [-3.509, -3.167, -3.110], [-4.351, -3.314, -2.405], [-2.046, -4.752, -2.467], [-1.891, -1.807, -5.720], [-4.253, -1.491, -4.417], [0.428, -2.706, -1.483], [1.334, -1.773, -0.908], [2.013, -2.416, 0.087], [2.278, -1.205, -1.967], [2.990, -2.217, -2.531], [1.584, -0.550, -2.967], [3.149, -0.303, -1.396]]}